# 1
{"formula": "C28H35CaN5P2S", "method": "ωB97M-V/def2-TZVPD", "symbols": ["Ca", "C", "C", "C", "C", "C", "C", "C", "C", "C", "H", "H", "H", "H", "H", "H", "H", "H", "H", "H", "H", "H", "H", "H", "H", "P", "P", "N", "N", "N", "N", "C", "C", "C", "C", "C", "C", "C", "C", "C", "C", "C", "C", "C", "C", "C", "C", "C", "C", "H", "H", "H", "H", "H", "H", "H", "H", "H", "H", "H", "H", "H", "H", "H", "H", "H", "H", "H", "H", "S", "C", "N"], "coordinates": [[1.9549, -1.2441, -1.0037], [0.6184, 4.6262, -1.2416], [0.0545, 4.2553, -0.0856], [-1.4113, 4.2751, 0.1368], [-2.2914, 3.7015, -1.0227], [-1.7354, 2.4974, -1.7294], [-0.9799, 2.6357, -2.8306], [-0.6834, 3.9986, -3.4007], [-0.1713, 5.1007, -2.4236], [1.7410, -4.1857, -0.9663], [1.7053, 4.6986, -1.3688], [0.6715, 4.0990, 0.8069], [-1.7406, 5.3164, 0.3085], [-1.6598, 3.7006, 1.0449], [-3.2604, 3.4208, -0.5881], [-2.5094, 4.5183, -1.7300], [-2.0478, 1.5161, -1.3652], [-0.6729, 1.7782, -3.4428], [-1.5850, 4.4092, -3.8856], [0.0787, 3.9028, -4.1882], [0.4962, 5.7543, -3.0069], [-1.0171, 5.7362, -2.1051], [2.7890, -4.5103, -0.9754], [1.1854, -4.6332, -1.8178], [1.2803, -4.4487, -0.0036], [-0.6475, -2.1919, -0.1136], [1.0618, -0.9203, 2.2243], [-0.8615, -1.9934, -1.8738], [-1.9800, -3.3368, 0.1726], [1.9453, 0.3134, 0.9970], [1.6170, -0.2438, 3.7131], [-1.2439, -0.5705, 0.4953], [-0.6876, -0.2950, 1.9340], [0.1065, -2.2348, -2.8730], [-0.4797, -2.0852, -4.1112], [-1.8417, -1.7119, -3.8770], [-2.0626, -1.6756, -2.5068], [-2.0745, -4.6752, -0.2740], [-3.2046, -5.2533, 0.2977], [-3.8066, -4.2771, 1.1716], [-3.0355, -3.1194, 1.0728], [3.2113, 0.1977, 0.3776], [3.3579, 1.2108, -0.5630], [2.4167, 2.1994, -0.1484], [1.5671, 1.6307, 0.7902], [1.7009, 1.0480, 4.2675], [2.1316, 0.9316, 5.5956], [2.3437, -0.4793, 5.8712], [2.0785, -1.1626, 4.6946], [-2.3478, -0.5564, 0.4914], [-0.9007, 0.2144, -0.2064], [-0.7516, 0.7714, 2.2057], [-1.3064, -0.8461, 2.6734], [1.0587, -2.7208, -2.6137], [-0.0150, -2.2550, -5.0716], [-2.5887, -1.4753, -4.6250], [-2.9342, -1.4825, -1.8922], [-1.2892, -5.0866, -0.8985], [-3.5431, -6.2786, 0.1563], [-4.6674, -4.4096, 1.8094], [-3.0732, -2.1775, 1.6171], [3.8474, -0.6667, 0.5660], [4.0852, 1.2962, -1.3713], [2.4026, 3.2419, -0.4345], [0.7205, 2.0420, 1.3399], [1.4920, 1.9051, 3.6338], [2.2612, 1.7485, 6.2978], [2.6656, -0.9051, 6.8162], [2.2500, -2.1982, 4.3889], [3.5429, -2.6675, 1.7793], [3.3987, -4.2656, 1.4982], [3.2707, -5.4521, 1.3900]], "forces_ev_per_a": [[-0.35, -2.98, -0.34], [-0.12, 0.17, 0.46], [0.92, 0.92, -0.36], [-1.04, -0.38, 0.09], [-0.35, 0.25, 0.40], [0.32, 0.11, -0.73], [-0.76, -0.09, 0.31], [0.52, 0.30, -0.35], [0.00, 0.36, -0.40], [0.12, 1.57, -0.85], [-0.44, -0.12, 0.23], [-0.10, -0.10, -0.48], [0.06, -0.35, 0.12], [0.15, 0.28, -0.16], [0.16, 0.13, -0.04], [0.05, -0.54, 0.16], [0.20, 0.20, -0.18], [-0.05, 0.17, 0.47], [0.22, -0.25, 0.00], [-0.31, -0.11, 0.12], [-0.32, -0.09, 0.12], [0.46, -0.27, -0.02], [-0.47, -0.25, -0.03], [0.26, -0.01, 0.42], [0.17, 0.00, -0.34], [-0.38, -1.27, -1.39], [0.83, 0.63, -0.32], [-0.23, 0.08, 0.05], [-0.08, 0.00, 0.51], [0.64, 0.06, 1.63], [0.39, -0.08, 0.71], [-0.67, 0.18, 0.63], [-0.02, 0.75, 0.24], [-0.27, 0.01, -0.19], [-0.47, 0.41, 0.93], [-0.34, 0.13, 0.69], [1.07, -0.12, -0.62], [-0.48, 0.43, 0.65], [0.80, 0.85, 0.01], [1.29, 0.86, -0.67], [-0.10, -0.74, -0.02], [-0.07, -0.42, -0.62], [0.16, 0.29, 1.66], [-0.96, 0.15, 0.19], [0.09, -0.01, -0.83], [0.17, -0.68, 1.01], [-0.59, -0.60, -1.45], [-0.36, 0.39, -1.42], [-0.12, 0.60, 0.33], [0.34, 0.38, 0.05], [0.00, -0.48, 0.21], [-0.35, -0.28, -0.20], [0.50, 0.19, -0.23], [-0.44, -0.14, 0.14], [0.02, 0.06, 0.15], [0.12, -0.15, 0.10], [0.05, 0.02, -0.34], [-0.25, 0.09, 0.02], [0.20, 0.40, -0.04], [0.06, 0.04, -0.10], [-0.27, -0.40, -0.19], [-0.26, -0.06, -0.12], [0.10, 0.06, 0.69], [-0.10, -0.53, -0.18], [0.32, -0.13, -0.48], [-0.02, -0.15, 0.40], [0.03, -0.15, -0.26], [0.02, 0.05, -0.37], [-0.25, 0.42, 0.28], [0.55, 1.36, -0.22], [-0.54, -5.36, -0.07], [0.60, 3.94, 0.44]], "homo_lumo_gap_ha": 0.189, "e_homo_ev": -6.0}

***

# 2
{"formula": "C28H35CdCl2N7O5SbSe4", "method": "ωB97M-V/def2-TZVPD", "symbols": ["Cd", "O", "C", "C", "C", "N", "C", "C", "C", "O", "O", "C", "O", "O", "H", "H", "H", "C", "N", "C", "C", "N", "C", "C", "C", "C", "C", "C", "C", "C", "C", "N", "C", "N", "C", "C", "N", "C", "C", "C", "N", "C", "C", "H", "H", "H", "H", "H", "H", "H", "H", "H", "H", "H", "H", "H", "H", "H", "H", "H", "H", "H", "H", "H", "H", "H", "H", "H", "H", "H", "H", "H", "H", "Se", "Sb", "Se", "Se", "Se", "Cl", "C", "Cl", "H", "H"], "coordinates": [[0.3236, 0.1811, 0.5644], [4.3276, 1.2344, -4.1470], [3.3459, 0.8855, -3.2784], [3.2016, -0.4160, -2.8164], [2.1974, -0.6645, -1.9040], [1.3648, 0.2842, -1.4918], [1.5147, 1.5385, -1.9186], [2.4881, 1.8849, -2.8322], [0.5879, 2.5960, -1.3008], [0.6061, 3.7151, -1.8064], [-0.1441, 2.2146, -0.3286], [2.0511, -2.0256, -1.2499], [2.2312, -3.0305, -1.8869], [1.7180, -1.9693, 0.0362], [4.9105, 0.4782, -4.2772], [3.8758, -1.2154, -3.0964], [2.5935, 2.9116, -3.1481], [-1.9283, 1.2384, -2.5907], [-2.9681, 0.6218, -1.7963], [-4.1585, 1.4154, -1.5953], [-2.8199, -0.6152, -1.2260], [-1.7145, -0.9498, -0.6339], [-1.4071, -2.3295, -0.5501], [-1.3373, -3.0597, -1.7070], [-1.0964, -4.4465, -1.6945], [-0.9630, -5.0942, -0.5071], [-1.0010, -4.3751, 0.7160], [-0.8729, -5.0841, 1.9361], [-0.8763, -4.4196, 3.1228], [-0.9537, -3.0167, 3.1343], [-1.0802, -2.2892, 1.9782], [-0.9521, -0.8824, 2.0655], [-1.5594, -0.2405, 3.0391], [-0.9776, 0.8164, 3.6390], [0.4534, 0.8453, 3.9381], [-1.7297, 1.9418, 4.1569], [-2.8337, -0.5476, 3.4505], [-3.1297, -0.6887, 4.8626], [-3.7452, -1.2146, 2.5528], [-1.1607, -2.9651, 0.7148], [-3.9483, -1.4122, -1.3385], [-4.2507, -2.5385, -0.4811], [-4.7615, -1.3791, -2.5373], [-2.2791, 1.3501, -3.6247], [-1.0414, 0.6111, -2.5770], [-1.6738, 2.2234, -2.2043], [-3.8937, 2.3594, -1.1102], [-4.8628, 0.8835, -0.9602], [-4.6564, 1.6499, -2.5435], [-1.4753, -2.5413, -2.6494], [-1.0226, -4.9868, -2.6292], [-0.7932, -6.1629, -0.4699], [-0.7456, -6.1584, 1.8980], [-0.7461, -4.9535, 4.0552], [-0.8056, -2.4860, 4.0670], [0.5780, 0.9817, 5.0155], [0.9501, 1.6701, 3.4339], [0.9295, -0.0900, 3.6496], [-2.7535, 1.9129, 3.7927], [-1.2539, 2.8636, 3.8169], [-1.7382, 1.9501, 5.2516], [-2.3028, -0.3088, 5.4565], [-3.2715, -1.7474, 5.1077], [-4.0372, -0.1426, 5.1341], [-3.5135, -0.9127, 1.5335], [-4.7641, -0.9000, 2.7911], [-3.6841, -2.3065, 2.6254], [-3.6305, -2.5393, 0.4054], [-4.0822, -3.4868, -1.0014], [-5.3010, -2.4860, -0.1762], [-4.3438, -0.6880, -3.2630], [-5.7921, -1.0782, -2.3209], [-4.7890, -2.3781, -2.9848], [5.3280, -1.9835, 0.1462], [3.3864, -1.4374, 1.3852], [2.6817, -2.5447, 3.3553], [3.8134, 1.6168, 3.2554], [2.8256, 1.0565, 1.2196], [1.2434, 4.1702, 2.1014], [0.1286, 5.0606, 1.0645], [-0.8589, 6.2377, 1.9852], [-0.5329, 4.3454, 0.5923], [0.6981, 5.6026, 0.3207]], "forces_ev_per_a": [[-0.44, 0.00, -0.04], [-0.04, -0.03, 0.04], [0.08, 0.08, -0.09], [-0.03, -0.04, 0.01], [0.03, -0.03, 0.01], [0.06, 0.07, 0.27], [-0.04, 0.02, -0.04], [-0.04, -0.05, 0.00], [-0.03, -0.06, 0.00], [-0.02, 0.09, -0.02], [0.06, -0.06, 0.05], [-0.18, 0.08, 0.16], [0.00, -0.12, -0.06], [0.39, 0.20, -0.19], [0.02, 0.01, -0.01], [-0.01, 0.00, -0.01], [0.00, 0.01, 0.00], [0.00, 0.02, -0.01], [-0.08, 0.00, 0.13], [0.00, -0.02, -0.06], [-0.03, -0.07, -0.02], [-0.01, -0.13, -0.12], [0.07, 0.08, 0.24], [0.03, -0.07, -0.12], [-0.01, 0.06, 0.00], [0.00, 0.03, 0.06], [0.02, -0.14, -0.01], [-0.01, 0.04, -0.07], [0.00, 0.06, 0.02], [0.02, -0.12, 0.10], [0.03, 0.10, -0.20], [0.03, 0.09, 0.02], [0.00, 0.06, -0.08], [0.00, -0.08, 0.07], [-0.01, 0.02, -0.08], [-0.01, 0.00, -0.01], [0.01, -0.05, 0.07], [-0.01, 0.04, -0.02], [0.00, 0.08, 0.02], [-0.01, 0.02, 0.03], [-0.04, 0.07, 0.05], [0.07, -0.04, -0.01], [0.01, 0.02, -0.01], [0.01, -0.01, -0.01], [0.01, 0.02, 0.02], [0.02, 0.00, 0.00], [0.00, 0.01, -0.01], [0.00, -0.01, 0.02], [0.00, 0.00, -0.01], [0.00, -0.01, 0.00], [0.00, 0.01, -0.01], [0.00, -0.01, 0.00], [0.00, -0.01, 0.00], [-0.01, 0.00, 0.01], [0.01, 0.01, 0.00], [0.02, 0.01, 0.01], [0.02, 0.03, 0.00], [0.00, 0.00, -0.01], [-0.01, 0.00, -0.01], [0.00, 0.00, 0.00], [-0.01, 0.00, 0.01], [0.00, -0.01, 0.01], [0.00, 0.00, 0.00], [0.00, 0.00, -0.01], [0.00, 0.02, 0.05], [-0.01, 0.00, 0.00], [-0.01, 0.01, 0.02], [-0.04, -0.03, -0.08], [0.00, -0.01, 0.00], [-0.01, 0.00, -0.01], [0.01, 0.02, -0.01], [0.00, 0.00, 0.01], [0.01, 0.01, -0.01], [-0.01, 0.00, -0.10], [-0.04, -0.18, -0.06], [-0.11, 0.08, 0.03], [-0.17, 0.06, -0.02], [0.37, -0.16, 0.13], [0.03, 0.09, 0.05], [-0.06, -0.07, -0.03], [0.05, -0.07, -0.04], [0.01, 0.00, -0.02], [-0.01, 0.02, 0.03]], "homo_lumo_gap_ha": 0.221, "e_homo_ev": -4.1, "total_charge": -1}

***

# 3
{"formula": "C28H35ClGdN6OS2", "method": "ωB97M-V/def2-TZVPD", "symbols": ["Gd", "C", "C", "C", "C", "C", "C", "C", "H", "H", "H", "H", "H", "H", "H", "H", "C", "C", "C", "C", "C", "C", "N", "N", "C", "C", "C", "C", "C", "N", "H", "H", "H", "H", "H", "H", "H", "H", "H", "C", "S", "C", "O", "H", "H", "H", "H", "H", "H", "Cl", "C", "C", "C", "C", "N", "C", "H", "H", "H", "H", "C", "N", "C", "S", "N", "C", "H", "H", "H", "H", "H", "H", "H", "H"], "coordinates": [[0.1718, 0.0481, -0.3925], [-0.1958, 0.2768, 4.2375], [-0.6625, 0.8542, 2.9335], [-1.7710, 0.3214, 2.2637], [-2.2293, 0.8790, 1.0791], [-1.5794, 1.9856, 0.5255], [-0.4902, 2.5444, 1.1990], [-0.0441, 1.9814, 2.3872], [0.8611, 0.4801, 4.4101], [-0.3679, -0.7987, 4.2860], [-0.7535, 0.7298, 5.0612], [-2.3176, -0.4984, 2.7152], [-3.1493, 0.5214, 0.6360], [-2.0033, 2.4944, -0.3315], [-0.0444, 3.4635, 0.8380], [0.7758, 2.4441, 2.9227], [4.7889, 2.0253, 2.9750], [3.9790, 2.4637, 1.9351], [2.9893, 1.6328, 1.4445], [2.8119, 0.3616, 1.9869], [3.6230, -0.0790, 3.0345], [4.6070, 0.7579, 3.5229], [1.7753, -0.4504, 1.4328], [1.7064, -1.5968, 1.8824], [0.6825, -2.4655, 1.4313], [0.8482, -3.8011, 1.7378], [-0.1356, -4.6982, 1.3452], [-1.2537, -4.2147, 0.6846], [-1.3419, -2.8558, 0.4342], [-0.3928, -1.9904, 0.7949], [5.5638, 2.6744, 3.3618], [4.1209, 3.4514, 1.5175], [2.3518, 1.9746, 0.6403], [3.4763, -1.0647, 3.4533], [5.2380, 0.4248, 4.3360], [1.7353, -4.1098, 2.2747], [-0.0383, -5.7521, 1.5715], [-2.0568, -4.8717, 0.3797], [-2.2110, -2.4386, -0.0586], [0.6665, -3.8783, -3.0199], [1.6266, -2.3903, -2.8694], [1.0225, -1.5324, -4.3035], [1.0089, -1.6724, -1.6514], [0.9669, -4.3878, -3.9364], [-0.3903, -3.6120, -3.0452], [0.8979, -4.5066, -2.1616], [1.3350, -2.0946, -5.1848], [1.4834, -0.5453, -4.3178], [-0.0623, -1.4636, -4.2431], [2.6469, 3.6237, -4.7005], [2.8865, 2.3857, -3.5448], [4.0862, 1.6967, -3.4584], [4.2141, 0.7068, -2.4925], [3.1481, 0.4410, -1.6579], [1.9855, 1.1084, -1.7459], [1.8621, 2.0617, -2.6731], [4.9007, 1.9349, -4.1309], [5.1355, 0.1505, -2.3871], [3.2237, -0.3191, -0.8915], [0.9172, 2.5896, -2.7312], [-2.2910, 2.3060, -4.3079], [-3.3539, 1.7597, -3.4621], [-3.2584, 0.7671, -2.5967], [-1.7873, -0.1505, -2.4089], [-4.3340, 0.4344, -1.8829], [-5.6515, 1.0521, -2.0476], [-2.7185, 2.5598, -5.2742], [-1.5138, 1.5627, -4.4488], [-1.8676, 3.2056, -3.8628], [-4.2658, 2.1775, -3.5820], [-4.2883, -0.4605, -1.4219], [-6.0779, 0.8339, -3.0291], [-5.5871, 2.1306, -1.9018], [-6.3154, 0.6530, -1.2875]], "forces_ev_per_a": [[-0.47, 0.28, -0.46], [-0.04, 0.02, -0.04], [0.01, -0.04, 0.03], [0.02, 0.04, 0.04], [-0.19, 0.22, 0.09], [-0.31, 0.35, 0.24], [-0.07, 0.10, -0.11], [0.06, -0.04, 0.05], [-0.01, 0.00, -0.01], [0.00, 0.01, -0.01], [0.01, -0.01, -0.01], [0.08, -0.06, -0.05], [0.08, -0.09, -0.09], [0.06, -0.07, -0.11], [0.06, -0.03, -0.05], [0.01, -0.03, -0.03], [0.03, -0.01, 0.03], [0.03, 0.04, 0.01], [-0.05, -0.06, -0.05], [0.07, 0.15, -0.04], [-0.08, -0.14, 0.01], [0.03, 0.03, 0.01], [0.37, 0.06, 0.19], [0.12, -0.54, 0.28], [-0.14, -0.01, 0.05], [0.12, -0.12, 0.12], [0.01, -0.02, 0.02], [-0.01, -0.04, 0.05], [-0.13, 0.11, -0.02], [0.29, -0.28, 0.06], [-0.02, -0.02, 0.01], [-0.01, -0.02, -0.01], [-0.01, 0.04, -0.04], [0.03, 0.02, 0.01], [-0.01, 0.00, -0.02], [-0.04, -0.01, 0.01], [0.01, 0.01, -0.01], [0.00, 0.01, 0.02], [0.02, 0.02, -0.08], [-0.05, -0.04, 0.04], [0.14, -0.02, 0.18], [-0.02, 0.08, -0.01], [-0.21, 0.09, -0.07], [0.00, 0.01, 0.02], [0.01, -0.04, -0.01], [-0.01, 0.00, -0.02], [0.01, 0.02, 0.02], [-0.02, 0.00, -0.02], [-0.01, 0.03, -0.07], [-0.01, 0.03, -0.04], [0.07, 0.04, -0.06], [0.09, -0.06, 0.02], [0.06, 0.03, -0.05], [0.04, 0.19, -0.09], [0.13, -0.12, 0.02], [-0.22, 0.02, 0.11], [-0.01, -0.01, 0.02], [0.00, 0.02, -0.01], [0.02, -0.04, 0.00], [-0.01, 0.00, 0.01], [-0.04, -0.04, 0.04], [0.15, 0.07, -0.05], [-0.01, 0.13, 0.11], [-0.02, -0.17, -0.15], [-0.01, -0.10, -0.07], [0.01, -0.03, 0.00], [-0.01, 0.01, 0.00], [-0.01, -0.03, 0.00], [-0.01, 0.01, 0.03], [-0.02, 0.01, -0.01], [0.02, 0.07, 0.03], [0.03, 0.00, 0.00], [0.00, 0.00, 0.03], [0.00, -0.01, 0.00]], "homo_lumo_gap_ha": [0.272, 0.176], "e_homo_ev": [-16.7, -16.7], "s_squared": 16.0362, "total_charge": 3, "spin_multiplicity": 8}